1.
Below is C4H5F2HgLiO2 as an isolated structure, with properties calculated with ωB97M-V with the def2-TZVPD basis set.

For the LUMO energy (alpha / beta), the calculation gives 1.57 / 1.47 eV. The calculation puts the max |F| at 7.07 eV/A. The net charge is -1. The HOMO energy (alpha / beta) is -1.9 / -2.5 eV. The molar mass is 330.6 g/mol. As for the spin multiplicity: 2. The expectation value of S² is 0.754.

Structure (XYZ):
```
15
Properties=species:S:1:pos:R:3:forces:R:3:lowdin_spin:R:1
O -1.33200 3.10189 -0.90620 4.9 2.3 -0.7 0.1227
C -0.93541 2.41867 -2.06533 -0.1 -0.1 -1.1 0.0194
C -1.01470 0.91059 -1.84954 0.6 -0.4 0.0 0.0174
Li -0.12150 3.43140 0.33374 -0.7 -0.6 -0.4 0.0685
H 0.08967 2.67141 -2.39539 -0.1 -0.1 0.2 0.0020
H -1.58521 2.74087 -2.91344 0.0 -0.1 0.1 0.0074
F -1.00433 0.36405 -3.20998 0.0 0.3 0.2 0.0047
C -2.56337 -0.56396 -0.64226 -0.5 1.0 -2.8 0.0106
C -3.79672 -0.97926 -0.35576 0.3 0.2 -0.1 0.0110
O -2.39456 0.67883 -1.43280 1.1 -4.4 0.6 0.0768
H -1.67948 -1.20994 -0.65902 -0.2 0.6 0.0 0.0008
F -2.72998 1.36461 1.24323 0.8 -1.4 3.3 0.0947
H -4.63532 -0.28134 -0.32865 0.2 -0.3 -0.3 0.0135
H -3.97628 -2.04594 -0.22823 0.1 0.3 0.6 0.0006
Hg -3.09967 2.39074 -0.41159 -6.5 2.8 0.1 0.5500
```
Positions in Å, forces in eV/Å.

***

2.
Below is C2H5NO2 in the gas phase, with properties calculated with ωB97M-V with the def2-TZVPD basis set.

For the LUMO energy, the calculation gives 0.70 eV. The calculation puts the max |F| at 7.62 eV/A. The HOMO energy is -9.8 eV. The molar mass is 75.1 g/mol. As for the structure (SMILES): OC/C=N\O. Its energy relative to the best compared isomer or geometry (same formula, charge and spin) is 98.7 kcal per mole.

Structure (XYZ):
```
10
Properties=species:S:1:pos:R:3:forces:R:3:lowdin_charge:R:1
C -0.40869 0.59408 0.10413 -0.2 0.2 0.4 -0.2752
C -0.25081 -0.80772 -0.24704 -7.4 -1.7 -0.2 -0.2387
H -1.83089 1.82241 0.70672 -0.1 -3.2 -2.6 0.1696
H -0.11481 0.47323 1.18369 0.4 1.3 -0.8 0.1470
H 0.33088 1.13170 -0.59760 -1.5 0.1 1.5 0.1512
H -1.09627 -1.61765 -0.29468 1.1 2.1 0.1 0.1658
H 2.58980 -0.94464 -0.14442 -2.5 2.8 -0.9 0.1863
N 0.82624 -1.29628 -0.43189 3.3 -3.4 -1.1 -0.0651
O -1.78876 0.96201 0.05661 0.6 3.6 2.4 -0.1156
O 1.74330 -0.31715 -0.33551 6.4 -1.8 1.1 -0.1255
```
Positions in Å, forces in eV/Å.

***

3.
Below is C22H31N3OS in the gas phase, with properties calculated with ωB97M-V with the def2-TZVPD basis set.

For the LUMO energy, the calculation gives 0.64 eV. The calculation puts the max |F| at 0.98 eV/A. The HOMO energy is -7.8 eV. The molar mass is 385.6 g/mol. As for the structure (SMILES): OCC[C@H]1CN(Cc2nc3c(s2)CCCC3)CCN1CCc1ccccc1. Its energy relative to the best compared isomer or geometry (same formula, charge and spin) is 6.6 kcal per mole.

Structure (XYZ):
```
58
Properties=species:S:1:pos:R:3:forces:R:3:lowdin_charge:R:1
O 0.22590 -1.79060 1.80208 -0.2 -0.3 -0.4 -0.0721
C 1.01972 -0.98131 2.64056 0.5 0.2 0.3 -0.2477
C 2.06635 -0.18154 1.86040 -0.5 0.0 -0.1 -0.1117
H 2.78486 0.25213 2.55713 0.1 0.0 0.0 0.1195
H 2.61165 -0.87417 1.21945 0.1 -0.1 0.0 0.1015
C 1.40174 0.93099 1.03717 0.0 0.0 0.2 -0.2953
N 2.10359 1.26983 -0.20278 0.1 0.2 0.1 -0.1171
C 1.40129 2.34836 -0.88280 0.0 0.3 0.0 -0.1808
C 1.34058 3.59064 0.00675 0.1 -0.1 -0.2 -0.1646
N 0.73065 3.34909 1.29361 0.0 0.0 -0.1 -0.1598
C 1.33691 2.19779 1.91807 0.0 -0.1 0.0 -0.1347
H 0.79173 1.97337 2.83548 0.1 0.0 0.1 0.1234
H 2.36555 2.47761 2.17221 0.0 -0.1 0.1 0.1299
C -0.71216 3.46095 1.41127 0.2 0.3 0.2 -0.1710
C -1.50319 2.20394 1.23663 -0.4 0.0 -0.9 -0.5617
N -1.79666 1.41154 2.20310 0.3 0.4 0.8 0.1080
C -2.48008 0.31119 1.79569 -0.3 -0.4 -0.7 -0.3372
C -2.73605 0.25086 0.45952 0.2 0.3 0.0 -0.4700
S -2.09365 1.65396 -0.33017 -0.1 -0.2 0.9 1.0907
C -3.42726 -0.86500 -0.23846 -0.2 -0.1 -0.1 -0.1983
C -4.15371 -1.73062 0.79380 0.2 -0.1 -0.1 -0.1920
C -3.24030 -2.02828 1.98164 -0.2 0.1 0.1 -0.1920
C -2.92493 -0.74637 2.74965 0.1 -0.1 0.0 -0.1308
H -2.14030 -0.92176 3.48630 0.0 0.0 0.1 0.1100
H -3.81148 -0.39223 3.28559 0.0 0.0 0.1 0.1215
H -3.71612 -2.74958 2.64813 0.0 0.0 0.0 0.1101
H -2.30377 -2.45792 1.62211 0.0 -0.1 0.0 0.1037
H -4.47807 -2.66031 0.32310 -0.1 0.0 0.0 0.1097
H -5.04275 -1.20335 1.14769 -0.1 0.0 0.0 0.1180
H -4.12968 -0.47685 -0.98068 0.0 -0.1 0.0 0.1110
H -2.68561 -1.46880 -0.77341 -0.1 0.0 0.0 0.1177
H -0.92206 3.81667 2.42846 -0.2 0.0 -0.2 0.1268
H -1.05391 4.21522 0.69930 0.0 0.0 0.1 0.1164
H 0.80564 4.39095 -0.50806 0.0 0.0 0.0 0.1189
H 2.36515 3.92615 0.20285 0.0 0.0 -0.1 0.1229
H 1.95082 2.59055 -1.79589 0.0 0.0 0.0 0.1238
H 0.37571 2.05999 -1.16430 0.2 0.0 -0.1 0.0663
C 2.38102 0.16936 -1.10383 -0.1 -0.1 0.0 -0.1732
H 2.86291 0.59644 -1.98822 0.0 -0.1 0.0 0.1237
C 1.16487 -0.67063 -1.56370 0.3 0.2 0.1 -0.1270
C 1.63172 -1.76835 -2.46759 -0.1 0.0 0.0 -0.2390
C 1.73802 -1.55981 -3.83771 0.0 0.0 0.0 -0.0435
C 2.21409 -2.55590 -4.67054 0.0 0.0 -0.1 -0.0864
C 2.59589 -3.77844 -4.14462 0.0 -0.1 -0.1 -0.0982
C 2.49704 -3.99749 -2.78145 0.1 -0.1 0.0 -0.0870
C 2.02026 -2.99890 -1.95175 0.0 0.1 0.0 -0.0447
H 1.94364 -3.18008 -0.88802 0.0 0.0 0.1 0.1031
H 2.79140 -4.94962 -2.36377 0.0 -0.1 0.0 0.1011
H 2.96706 -4.55746 -4.79397 0.0 -0.1 -0.1 0.0990
H 2.28736 -2.37865 -5.73380 0.0 0.0 -0.1 0.1011
H 1.43964 -0.60773 -4.25372 0.0 0.1 0.0 0.1131
H 0.66009 -1.08768 -0.69098 -0.1 0.0 0.0 0.0991
H 0.46223 -0.02446 -2.09276 -0.1 0.0 0.1 0.1102
H 3.11550 -0.49337 -0.63936 0.0 0.0 -0.1 0.1111
H 0.37414 0.60354 0.80737 0.1 0.0 0.0 0.1168
H 0.31981 -0.30955 3.14114 0.0 0.0 0.1 0.1070
H 1.51694 -1.60045 3.40130 -0.1 0.1 0.0 0.1197
H 0.80320 -2.41527 1.34708 -0.1 0.0 0.1 0.0810
```
Positions in Å, forces in eV/Å.

***

4.
Below is C21H31CoN5O6S as an isolated structure, with properties calculated with ωB97M-V with the def2-TZVPD basis set.

For the LUMO energy (alpha / beta), the calculation gives -3.01 / -4.20 eV. The calculation puts the max |F| at 4.65 eV/A. The net charge is +1. The HOMO energy (alpha / beta) is -9.6 / -10.8 eV. The molar mass is 540.5 g/mol. As for the spin multiplicity: 5. The expectation value of S² is 6.113.

Structure (XYZ):
```
65
Properties=species:S:1:pos:R:3:forces:R:3:lowdin_spin:R:1
O -2.01638 -0.71308 -4.41975 1.0 0.2 -1.3 0.0030
H -1.62907 -0.49709 -5.28239 0.3 -0.3 0.3 0.0003
Co 0.21262 0.09641 -1.04192 -1.2 0.0 0.3 2.5158
N 1.49883 -1.07617 -1.70536 2.3 -1.8 -0.8 0.1751
N -0.85601 -1.50218 -1.33704 -1.9 -2.8 -0.3 0.2528
N 0.90427 1.84054 -1.01355 -0.1 4.4 1.5 -0.0070
N -1.32396 1.14034 -0.55909 -2.0 3.7 1.9 0.1036
O 2.71095 -0.72120 -1.58176 -0.3 -0.9 -1.0 0.2928
O 2.25034 1.99953 -0.90272 0.7 0.6 -0.5 -0.0161
O -2.55234 0.65319 -0.39433 -0.3 -1.2 0.0 0.0384
O -2.11238 -1.67126 -1.06180 0.6 0.1 0.1 0.3061
C -0.23081 -2.59995 -1.80373 -0.1 1.3 0.3 -0.0108
C 1.09233 -2.29862 -2.19700 0.5 0.5 -0.4 0.1124
C 0.11905 2.88721 -0.64372 2.9 -1.6 -0.7 0.0425
C -1.17807 2.44272 -0.26638 -1.6 -3.0 -0.7 -0.0238
C 1.85655 -3.11541 -3.17432 0.5 -0.6 0.1 0.0146
H 1.38571 -3.11829 -4.17321 0.0 0.2 0.4 0.0042
H 1.86884 -4.16426 -2.85563 0.2 0.1 -0.1 0.0046
H 2.88382 -2.76263 -3.28987 -0.2 0.0 0.1 -0.0001
C -0.98041 -3.86797 -1.84902 0.2 -0.8 -0.4 -0.0089
H -1.92795 -3.74250 -2.38009 0.1 0.1 0.0 -0.0019
H -1.23881 -4.21237 -0.83930 0.1 0.2 -0.1 -0.0016
H -0.40177 -4.65391 -2.33531 -0.1 0.0 0.0 0.0001
C 0.52752 4.31701 -0.59738 0.2 0.6 0.1 0.0085
C -2.25718 3.22475 0.39964 -0.4 0.5 -0.1 -0.0051
H 1.18254 4.55131 -1.44286 0.1 -0.1 0.2 0.0013
H 1.04165 4.61131 0.33105 -0.1 -0.3 -0.3 0.0032
H -0.34675 4.98392 -0.68757 0.2 -0.4 0.1 0.0001
H -3.14780 2.60384 0.57130 0.5 0.1 -0.2 0.0004
H -2.57219 4.07684 -0.22145 0.1 -0.1 0.3 -0.0020
H -1.93079 3.60683 1.38103 0.1 0.0 -0.4 -0.0013
H 2.64065 1.09753 -1.08149 -0.5 0.5 -0.2 -0.0003
H -2.42946 -0.40544 -0.66335 -0.5 0.9 0.3 -0.0005
C -3.36342 -0.32093 -4.50996 -1.2 0.6 1.5 0.0006
H -3.99653 -0.98396 -5.11694 0.4 0.1 0.1 0.0001
H -3.51634 0.73684 -4.80047 0.3 -0.5 -0.2 0.0001
H -3.64199 -0.36862 -3.45131 -0.8 -0.1 -0.3 0.0003
O -0.21785 0.55793 -2.80247 -1.4 1.2 -4.1 0.0730
H -0.94216 0.03996 -3.23857 0.2 0.3 -0.2 0.0037
H -0.51246 1.48771 -2.78460 0.1 -0.5 -0.4 0.0022
N 0.89390 -0.31693 0.56660 0.4 -0.8 2.7 0.0781
S -0.17133 -0.43839 1.79323 2.2 0.3 -0.7 0.0183
C 0.76879 -1.64488 2.67748 -0.1 -0.8 0.8 0.0033
C 2.11010 -1.37869 2.93720 0.1 -0.4 0.3 0.0038
C 2.93119 -2.42144 3.36482 -0.3 0.1 0.0 0.0003
C 2.38559 -3.69189 3.58350 -0.1 -0.1 -0.2 0.0034
C 1.03586 -3.94701 3.31078 0.1 0.1 -0.1 0.0001
C 0.21628 -2.92532 2.82526 0.2 0.5 0.1 0.0039
C 0.06114 1.14784 2.56918 -0.4 0.4 1.4 0.0024
C -0.84604 1.49385 3.58088 0.2 0.0 -0.3 0.0001
C -0.72756 2.73536 4.20109 -0.1 0.0 0.1 0.0002
C 0.24608 3.64610 3.77195 -0.2 0.0 0.0 -0.0002
C 1.11475 3.30730 2.73598 -0.1 -0.2 0.4 0.0006
C 1.05886 2.03211 2.18069 0.0 -0.1 -0.3 0.0011
H 1.82689 -0.74277 0.62181 -0.9 -0.1 0.7 0.0026
H 2.51430 -0.38379 2.76458 0.0 -0.2 0.1 0.0006
H 3.99373 -2.23405 3.50628 -0.2 -0.1 0.1 -0.0001
H 3.02706 -4.50333 3.93664 -0.2 0.3 -0.1 0.0002
H 0.61952 -4.94680 3.44617 0.2 0.3 0.0 0.0000
H -0.82548 -3.09309 2.53787 0.3 -0.1 0.2 0.0002
H -1.61918 0.77026 3.85318 0.1 0.4 0.1 0.0000
H -1.40884 2.98952 5.01892 0.3 0.0 -0.3 0.0000
H 0.32356 4.62289 4.25299 -0.1 -0.3 -0.2 0.0000
H 1.85200 4.02153 2.37048 -0.1 -0.2 0.2 0.0002
H 1.76603 1.74176 1.41511 -0.1 0.0 -0.1 0.0007
```
Positions in Å, forces in eV/Å.

***

5.
Below is C23H23AuN5O8S2 as an isolated structure, with properties calculated with ωB97M-V with the def2-TZVPD basis set.

For the LUMO energy, the calculation gives -4.67 eV. The calculation puts the max |F| at 1.09 eV/A. The net charge is +1. The HOMO energy is -11.8 eV. The molar mass is 758.6 g/mol. Its energy relative to the best compared isomer or geometry (same formula, charge and spin) is 0.0 kcal per mole.

Structure (XYZ):
```
62
Properties=species:S:1:pos:R:3:forces:R:3:lowdin_charge:R:1
Au -0.42968 0.31361 -0.30649 0.2 0.1 0.1 1.4277
O -1.71768 -1.44799 2.93655 0.0 0.2 0.2 0.1267
C -1.83359 -1.16937 1.77380 0.1 -0.3 -0.1 -0.5492
O -1.41909 0.01140 1.30483 0.1 0.5 1.0 -0.1891
C -2.52041 -2.05549 0.81298 0.1 0.1 -0.2 -0.0593
C -3.45404 -2.92445 1.35051 0.0 -0.1 0.2 0.0943
C -4.16041 -3.75671 0.52295 -0.1 -0.1 0.0 -0.1082
C -3.97955 -3.71335 -0.83675 0.0 0.0 -0.1 0.0954
C -3.04408 -2.85365 -1.37676 0.2 0.1 0.0 -0.0241
C -2.23316 -2.01225 -0.56265 0.1 0.1 -0.3 -0.2056
O -1.19891 -1.32223 -1.07595 -0.7 -0.2 -0.6 -0.2195
N -2.96423 -2.91372 -2.85046 0.0 -0.1 0.0 -0.3285
O -3.68232 -3.70930 -3.40932 -0.1 -0.1 -0.1 0.1051
O -2.20592 -2.16812 -3.43088 0.2 0.3 0.1 0.0734
N -5.12513 -4.71354 1.09502 0.0 0.0 0.0 -0.3482
O -5.75279 -5.39704 0.31667 0.0 0.0 0.0 0.1046
O -5.21466 -4.74923 2.30280 0.0 0.0 0.0 0.1023
H -3.61307 -2.95548 2.41917 0.0 0.1 0.0 0.1452
H -4.55462 -4.34942 -1.49237 0.0 0.0 0.0 0.1398
N 2.36378 2.17257 -2.62271 0.1 0.0 -0.2 0.2212
C 1.88056 1.44902 -3.71161 0.0 0.0 0.0 -0.1550
C 2.25006 1.42906 -5.05124 0.1 0.1 0.1 -0.0002
C 1.54382 0.57141 -5.86628 0.0 -0.1 0.0 -0.0543
C 0.52333 -0.25429 -5.36284 0.0 0.0 0.0 -0.0390
C 0.15276 -0.22119 -4.03562 0.0 0.0 -0.1 0.0160
C 0.83910 0.66106 -3.21877 0.2 0.1 0.3 -0.1659
N 0.71884 0.94126 -1.85547 -0.3 -0.4 -0.7 0.0194
C 1.64377 1.82759 -1.55498 0.0 -0.1 0.1 -0.2632
C 1.71771 2.26631 -0.18385 0.1 0.1 0.1 -0.3016
C 2.64469 2.95145 0.51682 0.1 0.1 0.1 -0.2708
S 2.16545 3.06659 2.15442 0.0 0.0 0.0 1.1513
C 0.76180 2.18348 1.83289 -0.3 0.1 0.1 -0.3948
N 0.64736 1.84061 0.57811 0.0 -0.4 -0.2 -0.0954
H 3.12159 2.83466 -2.64049 0.0 0.0 0.0 0.1839
H 3.04976 2.05019 -5.43151 0.0 0.0 0.0 0.1200
H 1.78587 0.52794 -6.91949 0.0 0.0 0.0 0.1152
H 0.01608 -0.93772 -6.03027 0.0 0.0 0.0 0.1188
H -0.61964 -0.84902 -3.63574 -0.2 -0.1 0.0 0.0752
H 3.57893 3.36655 0.17590 0.0 0.0 0.0 0.0989
H 0.02089 1.94958 2.58533 0.0 -0.2 0.0 0.1128
C 1.41588 -4.79607 -1.18299 0.1 0.0 0.0 -0.1036
C 2.30357 -4.59227 0.04533 -0.1 0.1 -0.2 -0.2870
C 3.00980 -3.23545 0.04427 0.0 0.0 0.0 -0.3396
S 1.81126 -1.91729 0.32110 0.3 0.2 0.1 0.9164
O 2.49343 -0.59225 0.02612 -0.3 -0.3 0.1 -0.5553
C 1.67171 -2.07642 2.14525 0.0 0.1 -0.1 -0.3052
C 2.40220 -0.96664 2.89019 0.1 -0.1 0.0 -0.2800
C 3.92136 -1.09383 2.85453 0.0 0.0 0.0 -0.0974
H 0.97349 -5.79164 -1.17563 0.0 0.0 0.0 0.0795
H 2.00036 -4.70126 -2.10039 0.0 0.0 0.0 0.0811
H 0.60755 -4.06321 -1.22221 0.0 0.0 0.0 0.0521
H 3.06246 -5.37458 0.07853 0.0 0.0 0.1 0.1161
H 1.70319 -4.70079 0.95294 0.1 -0.1 0.0 0.1009
H 3.45136 -3.01705 -0.92928 0.0 0.0 0.0 0.1006
H 3.77124 -3.14977 0.81925 0.1 0.0 -0.1 0.0883
H 2.06641 -3.05593 2.41779 -0.1 0.0 0.0 0.0919
H 0.60528 -2.05756 2.36715 0.0 0.0 0.1 0.0629
H 2.05229 -0.99671 3.92452 0.0 0.0 0.0 0.1220
H 2.10275 -0.00492 2.47160 0.0 0.0 0.0 0.0598
H 4.23872 -2.06285 3.24583 0.0 0.0 0.0 0.0823
H 4.38695 -0.32501 3.47255 0.0 0.0 0.0 0.0757
H 4.29943 -0.98165 1.83877 0.0 0.0 0.0 0.0632
```
Positions in Å, forces in eV/Å.

***

6.
Below is a 2-piece molecular cluster, C3H4N2O overall, with properties calculated with ωB97M-V with the def2-TZVPD basis set.

For the LUMO energy, the calculation gives 0.61 eV. The calculation puts the max |F| at 0.71 eV/A. The HOMO energy is -8.9 eV. The molar mass is 84.1 g/mol. Its energy relative to the best compared isomer or geometry (same formula, charge and spin) is 142.0 kcal per mole.

Structure (XYZ):
```
10
Properties=species:S:1:pos:R:3:forces:R:3:lowdin_charge:R:1
O -1.42944 -0.53440 -1.86248 -0.1 0.0 0.2 0.0409
C -1.47822 -0.51457 -0.54531 -0.1 0.0 0.6 -0.3065
C -1.49099 -0.47445 0.65637 0.0 0.0 -0.6 0.0737
N 1.24725 0.46293 1.70800 0.1 0.0 -0.2 0.0633
N 1.49732 0.50708 0.49165 0.0 -0.1 -0.5 -0.2284
C 1.55729 0.40114 -0.68997 0.0 0.1 0.7 0.0866
H -2.25632 -0.90141 -2.20488 0.1 0.0 0.0 0.1220
H -1.43785 -0.42011 1.72031 0.0 0.0 -0.2 0.0199
H 2.12685 0.36355 2.21943 0.0 0.0 -0.1 0.0658
H 1.66412 1.11026 -1.49313 0.0 0.0 0.1 0.0626
```
Positions in Å, forces in eV/Å.

***

Which value of max |F| does entry 4 give? 4.65 eV/A

***

Number 4 is which compound? C21H31CoN5O6S